Density functional theory data (wB97M-V/def2-TZVPD) for a molecular structure, C14H2Cl5N2RhS2.

```
26
C14H2Cl5N2RhS2, DFT wB97M-V/def2-TZVPD
Rh -0.367 -0.415 0.247
Cl -0.661 2.292 0.599
C -1.620 1.916 -0.807
C -1.490 0.612 -1.262
C -2.215 0.257 -2.387
Cl -2.058 -1.337 -3.026
C -3.063 1.173 -3.016
Cl -3.961 0.713 -4.406
C -3.176 2.472 -2.518
Cl -4.207 3.605 -3.286
C -2.444 2.860 -1.394
Cl -2.560 4.451 -0.762
S 0.493 -2.339 -0.841
C 0.803 -2.958 0.742
C 0.591 -4.325 0.995
C 0.871 -4.875 2.225
C 0.652 -6.272 2.434
N 0.484 -7.400 2.578
C 1.382 -4.060 3.269
C 1.585 -2.715 3.048
C 1.300 -2.134 1.804
S 1.547 -0.434 1.596
C 1.675 -4.632 4.544
N 1.917 -5.089 5.570
H 0.199 -4.956 0.209
H 1.963 -2.094 3.848
```

Summary:
* calculated total energy: -3851.9915 Eh
* spin multiplicity: 5
* relative energy (zero: lowest compared OMol25 entry of this formula, charge and spin): 9.71 kcal per mole
* LUMO energy (spin up / spin down): -1.1 / -3.6 eV
* HOMO-LUMO gap (spin up / spin down): 7.299 / 5.913 eV
* expectation value of S²: 6.03

=====

Density functional theory data (wB97M-V/def2-TZVPD) for 2 unconnected molecules or ions with the total composition C14H30ClN3O4 at a distorted geometry.

```
52
C14H30ClN3O4, DFT wB97M-V/def2-TZVPD
C 1.507 4.361 -1.440
N 1.917 3.373 -0.397
C 1.117 2.120 -0.431
C 3.369 3.125 -0.378
O 3.979 2.249 -1.066
C 4.226 4.092 0.606
C 3.720 3.909 2.123
N 3.365 2.517 2.490
Cl 5.102 4.484 3.242
C 2.429 4.839 2.485
O 1.938 5.702 1.666
O 1.882 4.604 3.753
H 2.414 4.858 -1.955
H 0.883 5.177 -0.900
H 0.850 3.847 -2.227
H 1.626 1.280 0.186
H 0.136 2.349 0.148
H 0.861 1.741 -1.486
H 3.962 5.167 0.253
H 5.355 3.975 0.466
H 2.492 2.204 2.037
H 4.146 1.865 2.309
C 0.148 -3.248 0.778
C -1.182 -3.679 0.181
N -2.364 -2.772 0.551
C -2.487 -2.746 2.080
C -3.679 -3.400 0.065
C -3.850 -3.532 -1.437
C -2.187 -1.301 0.109
C -1.843 -1.041 -1.359
O -0.590 -1.600 -1.711
C -0.465 -1.817 -3.113
H 0.158 -3.343 1.865
H 0.940 -3.899 0.397
H 0.419 -2.223 0.521
H -1.433 -4.680 0.546
H -1.121 -3.739 -0.903
H -2.543 -3.775 2.438
H -3.396 -2.199 2.339
H -1.622 -2.233 2.500
H -4.495 -2.796 0.475
H -3.728 -4.392 0.522
H -4.226 -2.607 -1.873
H -4.614 -4.287 -1.645
H -2.944 -3.838 -1.960
H -1.389 -0.892 0.734
H -3.120 -0.792 0.370
H -1.774 0.044 -1.504
H -2.627 -1.392 -2.031
H -0.973 -1.042 -3.692
H -0.884 -2.799 -3.361
H 0.594 -1.815 -3.368
```

Summary:
* calculated total energy: -1476.6409 Eh
* LUMO energy: -1.0 eV
* HOMO-LUMO gap: 4.725 eV

=====

Density functional theory data (wB97M-V/def2-TZVPD) for a molecular structure, C14H30N2O13V3 at a distorted geometry.

```
62
C14H30N2O13V3, DFT wB97M-V/def2-TZVPD
O -4.275 -1.149 -2.323
V -3.582 -0.655 -1.022
O -1.793 -2.772 3.277
V -1.932 -2.389 1.743
O -6.132 0.609 1.998
V -4.893 -0.326 2.279
C -4.449 -2.631 0.719
O -4.126 -2.440 1.938
O -3.454 -2.790 -0.076
O -5.152 -1.574 0.331
C -2.396 0.309 1.271
O -1.861 -0.473 0.386
O -2.601 -0.285 2.398
O -3.568 0.631 0.784
C 0.540 -1.084 3.619
O 0.086 -1.398 2.301
C 1.192 -1.676 1.427
C 0.644 -2.158 0.105
N -0.439 -3.168 0.262
C 0.074 -4.454 0.829
C -1.040 -5.463 0.857
O -2.024 -4.936 1.723
C -3.126 -5.801 1.955
H 1.436 -1.650 3.881
H -0.226 -1.325 4.350
H 0.804 -0.025 3.668
H 1.772 -2.484 1.883
H 1.809 -0.787 1.297
H 1.460 -2.511 -0.529
H 0.213 -1.291 -0.396
H -0.721 -3.390 -0.690
H 0.425 -4.263 1.841
H 0.870 -4.841 0.187
H -0.636 -6.411 1.227
H -1.454 -5.665 -0.140
H -3.901 -5.259 2.488
H -2.802 -6.634 2.588
H -3.494 -6.238 1.023
C 0.960 2.337 1.221
O 0.932 3.204 0.133
C 1.726 4.374 0.338
C 1.694 5.178 -0.941
N 2.690 4.689 -1.887
C 2.686 5.477 -3.121
C 3.663 4.919 -4.108
O 3.284 3.592 -4.427
C 3.894 3.138 -5.604
H 0.351 1.457 0.970
H 0.511 2.786 2.119
H 1.983 1.991 1.421
H 2.757 4.088 0.560
H 1.286 4.985 1.135
H 1.976 6.213 -0.734
H 0.667 5.152 -1.332
H 2.468 3.734 -2.154
H 2.991 6.500 -2.877
H 1.695 5.547 -3.592
H 4.694 4.928 -3.732
H 3.654 5.547 -5.010
H 3.449 3.587 -6.503
H 3.773 2.062 -5.721
H 4.968 3.362 -5.611
```

Summary:
* net charge: +2
* calculated total energy: -4470.4243 Eh
* spin multiplicity: 4
* relative energy (zero: lowest compared OMol25 entry of this formula, charge and spin): 24.65 kcal per mole
* LUMO energy (spin up / spin down): -9.2 / -9.1 eV
* HOMO-LUMO gap (spin up / spin down): 3.015 / 3.096 eV
* expectation value of S²: 3.86

=====

Density functional theory data (wB97M-V/def2-TZVPD) for 2 unconnected molecules or ions with the total composition C14H31BF4P.

```
51
C14H31BF4P, DFT wB97M-V/def2-TZVPD
C -2.706 1.622 1.679
C -1.408 1.700 0.892
C -0.595 2.970 1.184
C 0.334 3.407 0.051
C 1.700 2.717 0.054
C 1.829 1.498 -0.850
C 1.649 1.818 -2.345
C 0.320 1.373 -2.943
C 0.274 -0.075 -3.455
C 1.030 -1.139 -2.663
P -0.007 -1.896 -1.325
C 1.299 -2.487 -0.144
C 1.755 -1.453 0.887
C 0.807 -3.746 0.606
C -0.634 -3.616 1.086
H -3.365 0.848 1.295
H -3.235 2.576 1.623
H -2.517 1.399 2.727
H -1.598 1.636 -0.180
H -0.795 0.834 1.152
H -0.008 2.812 2.091
H -1.292 3.778 1.419
H 0.479 4.485 0.135
H -0.183 3.248 -0.897
H 2.490 3.432 -0.182
H 1.899 2.387 1.078
H 2.821 1.075 -0.690
H 1.093 0.753 -0.549
H 2.460 1.390 -2.936
H 1.735 2.902 -2.454
H 0.124 2.006 -3.811
H -0.506 1.549 -2.256
H -0.776 -0.379 -3.471
H 0.591 -0.096 -4.499
H 2.002 -0.799 -2.301
H 1.227 -1.975 -3.335
H -0.503 -0.730 -0.705
H 2.147 -2.759 -0.778
H 2.591 -1.866 1.454
H 0.949 -1.266 1.595
H 2.082 -0.520 0.435
H 0.991 -4.644 0.015
H 1.437 -3.829 1.496
H -1.347 -3.849 0.301
H -0.853 -4.250 1.942
H -0.810 -2.598 1.427
B -3.002 -2.052 3.230
F -3.528 -2.123 1.926
F -3.870 -1.314 4.055
F -2.836 -3.351 3.747
F -1.739 -1.404 3.185
```

Summary:
* net charge: -1
* calculated total energy: -1317.9996 Eh
* LUMO energy: 2.8 eV
* HOMO-LUMO gap: 8.733 eV

=====

Density functional theory data (wB97M-V/def2-TZVPD) for 3 unconnected molecules or ions with the total composition C14H31BN2O8PS2 at a distorted geometry.

```
59
C14H31BN2O8PS2, DFT wB97M-V/def2-TZVPD
N -5.565 -1.360 2.510
C -5.133 -0.402 1.505
C -3.649 -0.060 1.562
N -3.180 0.898 0.533
C -1.921 0.823 0.340
C -1.359 -0.194 1.276
C 0.041 -0.760 1.035
B 0.996 -0.485 2.290
O 1.092 0.734 2.921
O 1.792 -1.505 2.752
C -2.572 -1.143 1.325
P -2.513 -2.643 2.432
O -1.447 -2.157 3.582
O -1.580 -3.653 1.526
H -5.059 -1.237 3.377
H -5.407 -2.305 2.190
H -5.399 -0.801 0.529
H -5.720 0.500 1.662
H -3.489 0.425 2.525
H -3.747 1.542 -0.009
H -1.404 1.418 -0.399
H -1.363 0.354 2.225
H 0.493 -0.234 0.195
H 0.029 -1.832 0.895
H 0.355 0.933 3.521
H 2.322 -1.857 2.011
H -2.757 -1.503 0.308
H -0.636 -2.691 3.492
H -1.451 -3.328 0.622
C -2.404 1.618 -5.574
C -2.932 0.533 -4.626
C -1.801 0.198 -3.644
S -0.802 1.688 -3.506
O 0.503 1.419 -4.037
O -0.958 2.265 -2.181
C -1.725 2.658 -4.688
H -3.202 2.062 -6.165
H -1.677 1.185 -6.263
H -3.796 0.918 -4.080
H -3.256 -0.354 -5.166
H -2.177 -0.072 -2.658
H -1.157 -0.594 -4.021
H -1.042 3.313 -5.225
H -2.454 3.249 -4.135
C 6.069 0.433 2.395
C 7.022 0.641 1.210
C 6.543 -0.267 0.069
S 4.775 -0.466 0.300
O 4.479 -1.847 0.615
O 4.064 0.220 -0.751
C 4.662 0.491 1.810
H 6.211 1.189 3.165
H 6.245 -0.545 2.848
H 6.983 1.684 0.891
H 8.053 0.419 1.477
H 6.721 0.170 -0.910
H 6.995 -1.255 0.122
H 3.902 0.061 2.460
H 4.388 1.509 1.534
```

Summary:
* net charge: +1
* calculated total energy: -2425.9249 Eh
* relative energy (zero: lowest compared OMol25 entry of this formula, charge and spin): 15.83 kcal per mole
* LUMO energy: -3.8 eV
* HOMO-LUMO gap: 8.049 eV

=====

Please write out number 3 again, unchanged.
Density functional theory data (wB97M-V/def2-TZVPD) for a molecular structure, C14H30N2O13V3 at a distorted geometry.

```
62
C14H30N2O13V3, DFT wB97M-V/def2-TZVPD
O -4.275 -1.149 -2.323
V -3.582 -0.655 -1.022
O -1.793 -2.772 3.277
V -1.932 -2.389 1.743
O -6.132 0.609 1.998
V -4.893 -0.326 2.279
C -4.449 -2.631 0.719
O -4.126 -2.440 1.938
O -3.454 -2.790 -0.076
O -5.152 -1.574 0.331
C -2.396 0.309 1.271
O -1.861 -0.473 0.386
O -2.601 -0.285 2.398
O -3.568 0.631 0.784
C 0.540 -1.084 3.619
O 0.086 -1.398 2.301
C 1.192 -1.676 1.427
C 0.644 -2.158 0.105
N -0.439 -3.168 0.262
C 0.074 -4.454 0.829
C -1.040 -5.463 0.857
O -2.024 -4.936 1.723
C -3.126 -5.801 1.955
H 1.436 -1.650 3.881
H -0.226 -1.325 4.350
H 0.804 -0.025 3.668
H 1.772 -2.484 1.883
H 1.809 -0.787 1.297
H 1.460 -2.511 -0.529
H 0.213 -1.291 -0.396
H -0.721 -3.390 -0.690
H 0.425 -4.263 1.841
H 0.870 -4.841 0.187
H -0.636 -6.411 1.227
H -1.454 -5.665 -0.140
H -3.901 -5.259 2.488
H -2.802 -6.634 2.588
H -3.494 -6.238 1.023
C 0.960 2.337 1.221
O 0.932 3.204 0.133
C 1.726 4.374 0.338
C 1.694 5.178 -0.941
N 2.690 4.689 -1.887
C 2.686 5.477 -3.121
C 3.663 4.919 -4.108
O 3.284 3.592 -4.427
C 3.894 3.138 -5.604
H 0.351 1.457 0.970
H 0.511 2.786 2.119
H 1.983 1.991 1.421
H 2.757 4.088 0.560
H 1.286 4.985 1.135
H 1.976 6.213 -0.734
H 0.667 5.152 -1.332
H 2.468 3.734 -2.154
H 2.991 6.500 -2.877
H 1.695 5.547 -3.592
H 4.694 4.928 -3.732
H 3.654 5.547 -5.010
H 3.449 3.587 -6.503
H 3.773 2.062 -5.721
H 4.968 3.362 -5.611
```

Summary:
* net charge: +2
* calculated total energy: -4470.4243 Eh
* spin multiplicity: 4
* relative energy (zero: lowest compared OMol25 entry of this formula, charge and spin): 24.65 kcal per mole
* LUMO energy (spin up / spin down): -9.2 / -9.1 eV
* HOMO-LUMO gap (spin up / spin down): 3.015 / 3.096 eV
* expectation value of S²: 3.86

=====

> Look up the calculated total energy of the second one.

-1476.6409 Eh

=====

> What is the calculated total energy in the second record?

-1476.6409 Eh